Entry from the Open Molecules 2025 dataset: 3 unconnected molecules or ions with the total composition C27H52NO8 (ωB97M-V/def2-TZVPD).

Last column: Mulliken charge in e.
Positions of all 88 atoms, in Å:
C  2.110  2.985  4.048  -1.417
C  2.517  1.563  3.765  0.457
C  3.346  0.859  4.631  -0.601
C  3.680  -0.466  4.371  -1.002
C  3.185  -1.103  3.236  -0.340
C  2.364  -0.420  2.343  -0.677
C  1.815  -1.143  1.134  -0.951
C  0.392  -1.751  1.296  1.853
C  -0.555  -1.305  0.178  -1.766
C  -0.835  0.199  0.043  2.461
C  -0.369  0.740  -1.303  -1.707
O  -2.256  0.353  0.167  -0.662
C  -0.209  -1.428  2.663  -1.618
N  -1.313  -2.425  2.895  0.164
C  -0.683  -3.735  3.240  -0.754
C  0.505  -3.979  2.288  -0.303
O  0.430  -3.180  1.125  -0.222
C  2.047  0.913  2.616  0.432
H  1.127  2.988  4.527  0.283
H  2.025  3.535  3.111  0.328
H  2.804  3.488  4.717  0.462
H  3.731  1.347  5.517  0.434
H  4.335  -1.005  5.044  0.417
H  3.473  -2.128  3.026  0.464
H  1.837  -0.505  0.250  0.433
H  2.485  -1.979  0.922  0.629
H  -1.518  -1.812  0.295  0.336
H  -0.144  -1.680  -0.761  0.083
H  -0.359  0.772  0.843  -1.121
H  -0.354  1.830  -1.309  0.322
H  0.635  0.395  -1.557  0.341
H  -1.060  0.395  -2.073  0.435
H  -2.456  1.207  0.564  0.349
H  0.490  -1.559  3.489  0.456
H  -0.597  -0.414  2.711  0.381
H  -1.907  -2.116  3.661  0.423
H  -1.885  -2.495  2.051  0.453
H  -1.432  -4.522  3.218  0.399
H  -0.324  -3.634  4.265  0.358
H  1.454  -3.838  2.813  0.253
H  0.459  -5.008  1.937  0.434
H  1.427  1.457  1.908  0.353
C  -0.935  3.490  1.932  -0.793
O  -2.098  4.235  1.709  -0.268
C  -2.573  4.860  2.894  -0.576
C  -3.648  5.872  2.570  -0.513
O  -3.143  7.113  2.118  -0.449
C  -2.747  7.180  0.756  -0.322
C  -3.902  7.307  -0.209  -0.626
O  -4.487  6.039  -0.450  -0.213
C  -5.714  6.149  -1.137  -0.773
H  -1.101  2.694  2.676  0.339
H  -0.652  3.039  0.981  0.085
H  -0.107  4.120  2.276  0.503
H  -1.746  5.363  3.408  0.323
H  -2.989  4.093  3.564  0.440
H  -4.175  6.097  3.500  0.403
H  -4.365  5.450  1.862  0.245
H  -2.121  6.327  0.483  0.141
H  -2.144  8.086  0.681  0.389
H  -3.536  7.726  -1.156  0.452
H  -4.648  7.994  0.210  0.350
H  -6.453  6.699  -0.543  0.313
H  -6.082  5.141  -1.315  0.225
H  -5.587  6.655  -2.100  0.314
C  1.953  -4.126  -1.558  -0.553
O  1.810  -4.546  -2.888  -0.330
C  0.480  -4.389  -3.347  -0.305
C  0.401  -4.551  -4.848  -0.628
O  0.788  -3.391  -5.564  -0.450
C  2.184  -3.185  -5.723  -0.368
C  2.808  -4.042  -6.800  -0.619
O  3.062  -5.344  -6.307  -0.251
C  3.404  -6.242  -7.340  -0.767
H  1.293  -4.687  -0.886  0.285
H  2.989  -4.296  -1.266  0.366
H  1.728  -3.055  -1.458  0.100
H  0.106  -3.390  -3.078  0.112
H  -0.162  -5.142  -2.867  0.447
H  -0.648  -4.710  -5.107  0.426
H  0.971  -5.426  -5.166  0.260
H  2.715  -3.325  -4.778  0.199
H  2.285  -2.141  -6.025  0.386
H  3.751  -3.582  -7.125  0.449
H  2.129  -4.088  -7.661  0.341
H  2.578  -6.359  -8.052  0.316
H  3.616  -7.204  -6.881  0.231
H  4.293  -5.904  -7.884  0.312

Values from the calculation:
Maximum force in eV/Å: 0.48
LUMO energy in Eh: -0.110
Electronic energy in Eh: -1716.3024
Total charge: +1
Multiplicity: 1
Kohn-Sham gap in eV: 7.9
Molar mass in g mol⁻¹: 518.712